(P)
C2H3N3OS | the ωB97M-V functional and the def2-TZVPD basis

The value obtained for the gap between HOMO and LUMO is 8.20 eV. As for the charge: 0. The LUMO energy is -0.5 eV. The SMILES is Nn1cnc(=S)o1.

Element x y z (Å)
N (-1.550, -0.924, 0.146)
N (-0.398, -0.312, -0.403)
C (-0.067, 1.059, -0.085)
N (1.172, 1.237, 0.126)
C (1.791, -0.017, 0.163)
S (3.386, -0.434, -0.063)
O (0.841, -0.962, 0.122)
H (-2.153, -0.297, 0.838)
H (-2.111, -1.158, -0.633)
H (-0.910, 1.807, -0.211)

(Q)
C2H3N3OS | the ωB97M-V functional and the def2-TZVPD basis

The value obtained for the gap between HOMO and LUMO (spin up / spin down) is 7.69 / 7.69 eV. As for the charge: 0. The LUMO energy (spin up / spin down) is -0.3 / -0.3 eV. The SMILES is N/[N+]([S-])=C/N=C=O.

Element x y z (Å)
N (0.586, 0.319, -1.897)
N (-0.229, -0.219, -0.883)
S (-1.606, -1.025, -1.287)
C (0.218, 0.119, 0.315)
N (-0.355, -0.433, 1.395)
C (-0.209, -0.403, 2.602)
O (-0.367, -0.504, 3.725)
H (0.820, 1.258, -1.415)
H (-0.076, 0.380, -2.749)
H (1.217, 0.508, 0.194)

In eV, relative to the most stable structure: (P) 0.642; (Q) 0.000.

(P)
C2H3N3OS | the ωB97M-V functional and the def2-TZVPD basis

The value obtained for the gap between HOMO and LUMO is 9.29 eV. As for the charge: 0. The LUMO energy is -0.1 eV. The SMILES is [H]/N=c1/ncn(S)o1.

Element x y z (Å)
H (2.257, -1.768, -0.085)
N (2.362, -0.766, 0.083)
C (1.244, -0.205, -0.073)
N (0.966, 1.120, 0.058)
C (-0.300, 1.234, -0.237)
N (-0.902, 0.035, -0.563)
S (-2.456, -0.405, -0.010)
O (0.073, -0.931, -0.417)
H (-0.894, 2.125, -0.142)
H (-2.350, -0.440, 1.385)

(Q)
C2H3N3OS | the ωB97M-V functional and the def2-TZVPD basis

The value obtained for the gap between HOMO and LUMO is 8.98 eV. As for the charge: 0. The LUMO energy is -0.5 eV.

Element x y z (Å)
C (-1.997, 1.000, 0.348)
C (-2.849, 1.435, 1.064)
N (3.023, -0.519, 0.253)
N (0.696, -0.188, 0.353)
N (1.858, -0.443, 0.014)
O (0.138, -2.134, -1.374)
S (0.541, -0.732, -1.301)
H (-1.652, 0.399, -0.497)
H (-3.352, 2.037, 1.762)
H (3.594, -0.855, -0.620)

In eV, relative to the most stable structure: (P) 0.000; (Q) 4.748.

(P)
CH6N2P | the ωB97M-V functional and the def2-TZVPD basis

The value obtained for the gap between HOMO and LUMO (spin up / spin down) is 8.89 / 6.54 eV. As for the charge: +1. The LUMO energy (spin up / spin down) is -5.7 / -6.7 eV.

Element x y z (Å)
C (-0.593, -0.275, -0.073)
N (-1.190, 0.703, -0.702)
N (-1.132, -1.114, 0.803)
P (2.685, -0.101, -0.112)
H (-2.167, 0.740, -0.688)
H (-0.426, 1.392, -1.042)
H (-2.052, -0.948, 1.342)
H (-0.823, -2.110, 0.866)
H (2.907, 0.801, -1.219)
H (2.790, 0.912, 0.824)

(Q)
CH6N2P | the ωB97M-V functional and the def2-TZVPD basis

The value obtained for the gap between HOMO and LUMO is 10.50 eV. As for the charge: +1. The LUMO energy is -4.3 eV. The SMILES is NC(=[NH2+])P.

Element x y z (Å)
N (-1.144, 0.862, -0.253)
C (-0.154, 0.201, 0.247)
N (0.503, 0.198, 1.388)
P (1.152, -0.702, -1.300)
H (-1.823, 1.291, 0.307)
H (-1.232, 0.905, -1.260)
H (0.193, 0.782, 2.118)
H (1.275, -0.478, 1.657)
H (1.334, -2.145, -0.847)
H (-0.105, -0.914, -2.057)

In eV, relative to the most stable structure: (P) 2.566; (Q) 0.000.